No. 1
15
Properties=species:S:1:pos:R:3:forces:R:3:lowdin_charge:R:1 method="wB97M-V/def2-TZVPD" total_charge=+1 e_lumo_ev=-4.9 spin_multiplicity=1
C 2.141 1.183 -0.040 -0.91 0.32 0.16 -0.09
C 0.845 0.806 0.102 -4.89 -0.05 0.15 0.03
C -1.355 0.992 0.141 4.78 0.34 0.12 0.12
C -0.419 -1.272 0.220 0.66 -0.89 0.52 -0.05
N 2.815 0.021 -0.110 1.21 -0.36 -0.12 0.04
N 2.050 -1.000 -0.038 0.34 -1.42 -0.05 0.06
N 0.811 -0.551 0.105 -0.51 1.85 -0.27 -0.16
N -1.487 -0.384 -0.359 -0.22 -0.14 -0.35 0.04
H 2.607 2.143 -0.092 0.12 0.18 -0.03 0.11
H -1.589 1.125 1.183 -0.20 -0.15 0.15 0.10
H -1.605 1.783 -0.542 -0.25 -0.08 -0.21 0.10
H -0.360 -2.220 -0.324 -0.13 0.22 0.04 0.16
H -0.653 -1.470 1.275 -0.19 0.13 -0.30 0.16
H -2.413 -0.785 -0.135 0.27 0.10 -0.13 0.20
H -1.387 -0.372 -1.386 -0.08 -0.05 0.33 0.20

No. 2
16
Properties=species:S:1:pos:R:3:forces:R:3:lowdin_charge:R:1 method="wB97M-V/def2-TZVPD" e_lumo_ev=1.0 smiles="C=C(C)CNN" spin_multiplicity=1
C -1.487 1.287 -0.121 -0.06 0.09 0.06 0.04
C -0.892 0.130 0.111 0.15 -0.13 0.22 -0.38
C -1.360 -1.167 -0.467 -0.02 0.13 -0.09 -0.07
C 0.339 0.030 0.979 -0.06 0.19 -0.28 -0.22
N 1.461 -0.493 0.208 0.44 -0.20 0.32 -0.16
N 1.935 0.479 -0.716 0.22 0.02 0.05 -0.01
H -2.365 1.362 -0.740 -0.21 -0.06 -0.16 0.06
H -1.122 2.210 0.296 0.16 0.16 0.12 0.05
H -1.604 -1.875 0.325 -0.03 -0.10 0.07 0.08
H -0.559 -1.604 -1.059 0.03 -0.12 -0.07 0.07
H -2.235 -1.023 -1.094 -0.08 -0.04 -0.06 0.07
H 0.561 1.016 1.412 -0.02 -0.05 0.06 0.11
H 0.155 -0.679 1.791 0.02 0.02 0.04 0.12
H 2.196 -0.820 0.845 -0.30 0.25 -0.33 0.11
H 2.581 1.148 -0.289 -0.17 -0.29 -0.13 0.07
H 2.396 0.000 -1.483 -0.06 0.14 0.19 0.07

No. 3
101
Properties=species:S:1:pos:R:3:forces:R:3:lowdin_charge:R:1 method="wB97M-V/def2-TZVPD" e_lumo_ev=-1.2 smiles="COCCCCCCCCc1c(C)c(O)c(CCCCCCCSc2nnco2)c2c1C(=O)N(CCC(F)(F)F)C2=O.COC[C@@H](C)N" spin_multiplicity=1
C -5.466 2.223 3.869 -0.73 -0.40 0.29 -0.12
O -5.634 2.938 2.565 2.33 -1.34 1.21 -0.27
C -4.388 2.838 1.771 0.44 0.42 -0.34 -0.23
C -4.198 4.225 0.874 0.46 -0.81 0.16 -0.16
C -4.030 3.890 -0.754 0.20 0.58 0.37 -0.20
C -2.624 4.570 -1.340 0.06 -0.54 0.28 -0.21
C -1.313 3.685 -0.861 -0.24 0.62 0.33 -0.22
C -0.350 3.218 -2.137 -0.05 0.70 1.13 -0.19
C 1.138 2.788 -1.562 -0.84 -0.59 0.69 -0.20
C 1.805 1.501 -2.396 0.15 -0.20 1.93 -0.14
C 1.819 0.246 -1.322 -0.58 -3.46 2.04 -0.04
C 2.987 0.038 -0.149 -2.06 -1.68 -0.58 -0.05
C 4.189 1.171 -0.098 -0.56 0.07 1.08 -0.10
C 2.941 -1.253 0.915 -1.99 1.00 -2.32 -0.06
O 4.055 -1.328 1.877 -3.72 -0.32 -1.15 -0.07
C 1.701 -2.375 0.879 -0.39 2.53 -2.52 -0.01
C 1.586 -3.630 1.929 0.05 0.70 -0.72 -0.16
C 2.958 -4.536 2.051 -0.68 0.19 1.51 -0.19
C 3.352 -4.548 3.671 0.73 -0.99 -1.11 -0.21
C 2.231 -5.316 4.595 -1.03 -0.11 -0.68 -0.21
C 1.469 -4.357 5.690 -0.16 -1.14 0.48 -0.22
C 2.456 -3.354 6.532 -0.72 0.80 0.40 -0.24
C 1.925 -1.776 6.385 -0.92 -0.56 1.50 -0.46
S 3.142 -0.675 5.467 0.63 0.85 1.31 0.85
C 4.296 0.228 6.634 1.44 1.98 3.10 -0.46
N 4.055 1.162 7.799 4.37 -3.72 -4.55 -0.01
N 5.348 1.511 8.245 2.59 -3.09 -4.17 -0.05
C 6.431 0.862 7.382 -6.31 1.22 1.87 -0.03
O 5.731 0.042 6.370 -1.33 2.56 3.38 -0.12
C 0.571 -2.143 -0.284 2.30 2.51 0.05 0.02
C 0.638 -0.899 -1.358 1.78 -0.24 2.24 0.03
C -0.654 -1.112 -2.346 -0.45 2.74 -1.58 -0.20
O -1.293 -0.251 -3.155 4.16 -5.82 4.92 -0.02
N -0.973 -2.573 -2.126 -0.94 0.25 0.93 -0.06
C -0.638 -3.561 -3.210 -0.26 0.00 -1.89 -0.13
C 0.428 -4.735 -2.817 -0.21 -1.03 -1.23 -0.04
C -0.349 -6.201 -2.609 -0.33 -0.08 0.25 -0.22
F -1.051 -6.592 -3.889 2.40 0.90 4.21 -0.02
F -1.402 -6.165 -1.569 3.54 -0.47 -3.40 0.01
F 0.680 -7.220 -2.245 -3.67 2.82 -1.23 -0.01
C -0.796 -2.972 -0.682 -0.23 -1.27 3.60 -0.22
O -1.511 -3.728 0.154 4.31 4.49 -5.96 0.01
H -4.594 1.420 3.829 -1.76 1.82 0.07 0.10
H -6.473 1.626 4.083 2.14 1.39 -0.46 0.10
H -5.298 3.009 4.748 -0.20 -1.71 -1.94 0.10
H -4.449 1.885 1.091 0.04 1.76 1.11 0.12
H -3.434 2.692 2.463 -2.05 0.40 -1.26 0.12
H -3.188 4.715 1.268 -2.31 -0.79 -0.91 0.11
H -5.124 4.929 1.094 2.06 -1.49 -0.48 0.12
H -4.973 4.321 -1.310 1.92 -0.92 0.97 0.10
H -4.002 2.715 -0.885 -0.01 2.44 0.08 0.10
H -2.595 4.604 -2.519 -0.30 0.08 2.36 0.09
H -2.503 5.657 -0.882 -0.44 -2.20 -1.21 0.11
H -1.723 2.760 -0.252 1.05 1.60 -1.32 0.11
H -0.726 4.362 -0.076 -0.92 -1.59 -1.77 0.11
H -0.208 4.136 -2.849 -0.49 -1.83 1.20 0.11
H -0.925 2.355 -2.681 1.42 1.58 0.90 0.11
H 1.882 3.702 -1.477 -1.59 -1.84 -0.49 0.12
H 0.951 2.434 -0.438 0.54 0.66 -2.41 0.11
H 1.167 1.195 -3.331 1.37 0.66 1.88 0.12
H 2.913 1.794 -2.636 -2.15 -0.84 0.15 0.10
H 4.720 1.340 -1.129 -1.02 -0.67 1.99 0.08
H 3.725 2.223 0.207 0.75 -2.29 -0.70 0.09
H 4.966 0.919 0.772 -1.71 0.33 -2.18 0.09
H 3.629 -1.615 2.739 0.76 0.41 -1.29 0.05
H 1.301 -3.155 2.983 0.55 -1.14 -2.20 0.12
H 0.726 -4.330 1.557 1.40 1.67 0.77 0.11
H 3.827 -4.091 1.405 -1.69 -1.00 1.27 0.12
H 2.698 -5.645 1.780 0.65 2.18 0.17 0.11
H 4.342 -5.205 3.736 -1.84 1.84 0.08 0.12
H 3.531 -3.422 3.957 -0.19 -2.32 -0.15 0.08
H 1.385 -5.695 3.843 1.74 0.73 1.66 0.12
H 2.637 -6.314 5.108 -0.60 2.46 -1.07 0.12
H 0.973 -5.092 6.487 0.94 1.60 -1.79 0.12
H 0.558 -3.804 5.164 2.11 -0.92 1.11 0.11
H 2.373 -3.630 7.681 0.35 0.56 -2.46 0.12
H 3.580 -3.384 6.202 -2.29 -0.13 0.61 0.10
H 1.650 -1.308 7.448 0.83 -0.95 -2.40 0.11
H 0.910 -1.734 5.768 2.37 0.04 1.06 0.09
H 7.584 1.021 7.572 -2.77 -0.72 -0.97 0.14
H -0.137 -2.936 -4.095 -1.10 -1.27 2.04 0.15
H -1.628 -4.017 -3.698 2.23 0.79 1.28 0.15
H 1.110 -4.905 -3.782 -1.58 0.19 2.17 0.15
H 1.169 -4.481 -1.948 -1.76 -0.62 -1.39 0.13
C -0.890 4.292 -6.170 0.26 -0.20 0.31 -0.10
O -1.779 3.864 -5.150 -0.46 0.27 -0.33 -0.22
C -3.153 3.819 -5.545 -0.10 -0.23 0.28 -0.20
C -3.548 2.550 -6.336 0.47 -0.01 0.05 -0.43
C -3.075 2.563 -7.787 -0.11 -0.02 -0.30 -0.08
N -3.049 1.331 -5.681 0.00 0.35 0.23 0.04
H -1.340 5.046 -6.823 -0.05 -0.09 -0.02 0.09
H -0.549 3.433 -6.752 -0.01 0.15 -0.20 0.08
H -0.009 4.732 -5.690 -0.19 -0.04 0.03 0.09
H -3.727 3.825 -4.610 0.18 -0.06 -0.06 0.11
H -3.432 4.733 -6.083 0.12 0.01 -0.14 0.12
H -4.644 2.504 -6.355 0.10 0.07 0.14 0.14
H -2.008 2.344 -7.886 -0.12 0.04 0.11 0.06
H -3.608 1.802 -8.368 0.09 0.09 0.16 0.08
H -3.269 3.534 -8.255 0.04 -0.07 0.03 0.08
H -3.454 1.273 -4.746 0.04 -0.15 -0.17 0.07
H -2.050 1.469 -5.504 -0.25 -0.15 -0.09 0.06